(1)
C45H63BBrClN13O3W | ωB97M-V/def2-TZVPD

Last column: Mulliken charge in e.
CARTESIAN COORDINATES (ANGSTROEM)
C 0.941 2.679 2.273  -1.139
H -5.290 -1.085 -4.727  0.249
N 0.676 0.331 -1.865  0.386
N 2.566 -1.815 -0.376  1.069
H -3.912 6.568 -6.022  0.480
H 4.671 -2.955 -1.791  0.266
H -3.919 2.763 -4.782  0.518
C 4.698 -3.051 -0.707  -1.446
C -5.772 1.936 -6.308  -1.687
H -4.903 3.376 -1.649  -0.905
N -1.263 -2.265 -0.261  0.695
C 1.457 -3.045 1.049  0.509
H -0.582 -3.498 1.650  0.103
H 3.978 -0.572 -1.579  -0.064
H -3.461 1.202 -0.453  0.467
C 3.378 -0.442 -4.205  -1.519
C -2.499 6.388 -4.425  0.298
Br -0.208 -1.278 6.884  -0.012
H -3.937 1.534 3.251  0.431
H -7.733 0.073 -5.682  0.487
H -2.199 4.833 1.644  0.373
C 5.108 1.473 -0.331  -1.460
C 1.878 2.006 1.338  0.322
H -7.973 1.575 -4.808  0.359
H 1.938 -0.513 2.464  0.091
N -3.028 1.979 3.137  0.066
C 1.018 -0.683 3.001  0.211
H -4.068 -0.125 -5.560  0.204
N -3.051 -0.514 -3.122  -0.726
H -3.109 -1.772 0.756  0.493
H 1.043 -4.019 -1.324  0.186
C -5.408 3.884 -2.480  0.073
C 2.155 0.049 -3.514  0.829
H -1.167 2.339 -1.920  -0.406
C -3.707 6.134 -5.054  -1.028
H -1.300 6.087 -2.679  0.494
H 5.071 -4.041 -0.456  0.452
N 1.391 -1.885 0.321  0.690
C 3.725 1.506 0.222  0.741
H -2.018 -4.979 -1.670  0.264
H -3.668 3.161 4.763  0.439
C 2.661 -3.670 0.787  -1.495
H 4.257 0.122 -3.894  0.261
H -1.110 -1.228 -2.899  0.674
H 0.670 -2.557 -2.241  -0.114
C -7.358 0.678 -4.858  -1.679
H -3.973 -4.144 -0.276  0.471
O -3.915 2.090 -4.090  -0.218
O -1.471 1.082 1.143  0.857
C -5.138 -0.292 -5.460  -1.767
N -1.876 -0.010 -1.285  0.692
C -0.954 -3.285 -1.063  0.241
H 0.535 -3.180 2.985  0.195
H 5.723 2.207 0.183  0.443
Cl -1.310 7.375 -5.204  -0.198
H -2.142 2.303 5.054  0.388
C -3.186 5.057 -2.560  0.101
H 3.265 -0.317 -5.280  0.477
C -1.846 2.306 0.931  -0.389
H 0.354 1.964 2.853  0.139
C -6.122 2.872 -3.376  -2.049
H -3.906 2.716 1.339  0.436
H -2.330 1.231 3.017  -0.551
C -2.005 4.064 3.704  -0.154
H 3.561 -1.494 -3.995  0.322
H 0.012 -4.115 -2.753  0.695
H -4.737 2.112 -6.605  0.406
H -6.259 1.468 -7.163  0.516
C -0.816 2.090 -2.916  -0.786
C -1.926 -0.662 -2.490  -1.153
H -7.524 0.104 -3.943  0.303
H 3.700 3.206 1.625  0.649
C -2.569 -2.480 0.155  -0.629
C 1.187 0.917 -3.962  -1.825
H -6.994 2.473 -2.853  0.592
H 1.518 3.291 2.963  0.615
C -3.073 0.577 -1.231  -0.458
H 5.108 1.714 -1.394  0.287
C -4.648 5.331 -4.425  0.192
C 0.264 -3.504 -1.887  -0.968
B 2.881 -0.527 -1.136  -1.417
C -3.029 -3.640 -0.367  -1.091
H 3.003 -4.598 1.208  0.627
N -1.999 -4.128 -1.126  0.000
C 3.190 2.388 1.147  -1.446
C -2.713 2.875 4.326  -0.652
H -1.651 1.748 -3.528  -0.078
H -5.516 -0.665 -6.411  0.604
N 2.768 0.631 -0.110  0.757
C -5.141 0.695 -2.639  -2.514
C 3.347 -2.860 -0.110  0.818
N 1.595 0.928 0.558  0.166
H -0.953 3.841 3.535  -0.201
W -0.099 -0.325 0.103  1.818
C -1.249 -1.055 2.915  -0.571
C -0.159 -1.088 5.037  -0.524
O -1.452 3.049 0.065  -0.917
C 1.035 -0.831 4.376  -0.916
C -5.255 1.682 -3.841  2.412
N -0.106 -0.766 2.263  1.381
H -5.720 -0.210 -2.806  0.339
H -5.514 1.169 -1.729  0.212
H 1.140 1.399 -4.923  0.693
H -2.063 4.936 4.350  0.546
C -2.745 4.252 2.382  -1.005
C -5.879 0.998 -5.098  1.382
H -6.261 2.898 -6.155  0.323
N -3.777 0.276 -2.309  0.720
H -6.170 4.520 -2.020  0.673
H 0.644 -4.679 2.096  0.567
H -2.135 -1.174 2.313  0.088
C 0.303 1.111 -2.901  0.546
C -2.961 2.825 1.874  0.086
H -2.972 4.639 -1.586  0.369
C -1.325 -1.219 4.280  -0.614
C -2.237 5.862 -3.169  -0.994
H -5.592 5.163 -4.927  0.454
H 5.564 0.492 -0.208  0.244
H 0.272 3.335 1.723  0.160
H 5.404 -2.316 -0.323  0.248
C -4.396 4.766 -3.177  0.061
H -6.529 3.395 -4.240  0.690
H -2.266 -1.478 4.744  0.626
H 1.970 -0.754 4.911  0.613
C 0.443 -3.615 1.989  -1.528
H -0.449 3.010 -3.373  0.904
H -3.707 4.736 2.553  0.487
N 1.843 -0.299 -2.244  0.484

Calculated values
⟨S²⟩: 2.0116
E_tot: -158252.122 eV
charge: +3
lowest unoccupied orbital energy (spin up / spin down): -7.80 / -8.40 eV
spin multiplicity: 3


(2)
C45H64N2P2RuS2Si | ωB97M-V/def2-TZVPD

Last column: Mulliken charge in e.
CARTESIAN COORDINATES (ANGSTROEM)
C -2.387 1.455 -4.207  -0.986
C 2.532 -1.073 -3.363  -0.803
H 1.078 5.027 -2.802  0.523
C -2.571 -0.076 -4.268  -1.030
H -3.933 -4.756 -0.283  0.383
C -1.515 -0.779 -3.412  -0.470
S 1.637 3.860 3.243  -0.269
C 3.622 -2.129 -3.638  -0.954
C 0.297 2.907 3.253  0.836
H 0.278 -5.497 4.188  0.465
H -5.988 2.654 0.175  0.389
C -1.272 1.267 -1.946  0.172
H -1.885 6.801 -0.233  0.511
H 1.950 -5.003 4.304  0.398
H -0.235 3.671 0.916  -1.220
H -2.508 -0.474 -1.525  0.363
H 4.423 3.105 0.304  0.334
S 0.472 1.163 3.247  -0.125
C -2.212 2.696 3.419  0.161
H 1.372 4.315 -0.410  0.625
H 2.392 1.321 -0.325  0.195
C 3.555 1.453 1.497  1.180
C -2.797 1.490 0.403  0.179
C -1.209 4.864 3.417  -0.219
H 3.960 -4.263 -3.224  0.456
H -2.514 -2.051 3.750  0.522
C -5.412 0.841 1.187  -1.088
C -5.178 1.985 0.451  -1.027
H -0.705 6.876 -2.263  0.331
H -1.452 1.729 -4.709  0.319
P -1.087 1.754 -0.154  0.431
H -3.717 3.200 -0.567  0.496
C 0.215 4.900 -2.140  -1.023
H -0.344 -3.327 3.119  -0.316
H -0.784 -0.780 -1.388  -1.290
H 2.597 -2.594 3.739  0.769
H -2.464 4.588 0.573  0.505
H -2.755 -0.301 3.915  0.574
H -2.562 -0.425 -5.306  0.491
H -6.410 0.573 1.532  0.335
H 4.047 -0.625 1.062  -0.018
H 4.799 1.503 -0.316  0.285
C -0.563 -4.183 -0.460  -0.340
H -3.160 1.983 -4.784  0.482
H 1.614 -1.337 -3.900  0.156
C 1.768 -2.341 -1.296  -0.201
C -2.912 -3.111 0.615  -0.553
H -0.578 4.507 -2.782  0.128
C -1.695 -2.424 0.815  0.740
H -2.264 3.066 -2.753  -0.183
C 2.386 -4.469 1.597  -1.053
H -3.841 -2.703 1.013  0.218
H 3.821 -2.209 -4.712  0.474
H 4.941 0.066 2.409  0.547
C 4.642 2.070 0.604  -1.795
H -1.152 -1.018 4.200  0.278
C -2.385 1.980 -2.759  -0.250
H 0.700 6.819 -1.257  0.376
C -0.206 6.248 -1.514  -0.830
H 3.414 2.094 2.374  0.072
H -4.551 -0.883 2.143  0.342
C -0.532 -2.992 0.260  -0.322
C -3.874 2.320 0.049  -0.604
N -1.372 6.016 3.434  -0.688
C 3.197 -3.491 -3.049  -0.915
H 4.565 -1.789 -3.183  0.347
Ru 0.437 0.274 1.055  -1.658
P 1.006 -2.036 0.423  0.929
H -3.373 1.764 -2.318  0.238
H -3.573 -0.346 -3.905  0.409
H 2.577 -4.373 -1.171  0.155
C 2.201 1.518 0.738  -0.850
C 2.248 -0.993 -1.852  0.971
H 1.614 -6.382 2.240  0.538
H -0.306 1.474 -2.442  1.084
H 3.094 -2.464 1.447  0.204
C -2.960 -4.303 -0.130  -0.973
H 0.368 -3.061 4.687  0.562
H -0.548 6.175 0.655  0.331
C -0.644 3.588 -0.101  1.920
H -1.676 -1.863 -3.414  0.393
C -1.103 6.039 -0.273  -1.015
C -1.755 4.645 -0.263  -0.774
H 2.567 -4.828 0.582  0.057
H -0.521 -0.638 -3.861  -0.024
H 1.773 2.514 0.881  0.487
H -1.816 -5.778 -1.204  0.408
C 1.298 -5.331 2.259  -0.425
H 0.897 -2.635 -1.903  0.635
H 3.783 -3.103 -0.988  0.370
H 5.620 2.086 1.103  0.457
C -1.534 -0.249 -1.986  0.134
H 2.823 -0.085 -3.747  0.468
C -1.029 3.454 3.371  0.398
C 0.600 -3.406 3.673  0.000
C 1.703 -2.525 3.088  -0.275
C 2.133 -2.945 1.671  1.200
C -4.343 0.002 1.544  -0.049
H -2.323 4.539 -1.191  0.300
C 2.880 -3.393 -1.547  -0.720
H 3.164 -0.691 -1.313  0.247
N -3.217 2.107 3.478  -0.592
C -2.059 -1.070 3.590  -1.693
H 1.518 -0.196 -1.663  -1.485
C -1.803 -4.840 -0.653  -0.940
C 3.963 0.052 1.927  -0.967
H 3.257 -0.402 2.616  -0.071
H 1.008 2.999 -1.465  -0.004
H 0.366 -4.617 -0.824  0.362
Si -1.624 -0.783 1.761  1.583
C 0.563 3.906 -1.033  -0.377
C -3.033 0.315 1.146  0.370
H 2.318 -3.862 -3.599  0.262
C 1.037 -4.877 3.695  -1.427
H 3.336 -4.649 2.122  0.578
H 0.354 -5.334 1.697  0.026
H 1.436 -1.458 3.118  -0.572

Calculated values
⟨S²⟩: 8.7863
E_tot: -101392.024 eV
charge: -1
lowest unoccupied orbital energy (spin up / spin down): 2.28 / 0.78 eV
spin multiplicity: 6


(3)
C45H65BHgN12OP2S2 | ωB97M-V/def2-TZVPD

Last column: Mulliken charge in e.
CARTESIAN COORDINATES (ANGSTROEM)
C 3.023 2.859 2.381  -2.187
H 2.226 2.809 -3.039  0.533
C -4.107 0.150 -2.818  -0.172
C 1.471 2.063 -3.292  -1.429
H 1.559 -3.207 -2.831  0.094
C -2.996 0.692 -3.447  -0.919
H 2.620 0.888 8.191  0.303
H -1.803 1.229 4.779  0.418
H -1.863 -3.801 -3.618  0.608
H -3.525 2.686 3.295  0.520
H -4.808 -0.798 -1.017  0.609
H 2.025 -2.987 -0.354  -0.388
N 1.225 0.920 5.787  -1.439
H -4.641 -2.083 1.608  0.330
H 0.672 2.564 -3.852  0.636
N -0.865 4.834 -2.091  -0.311
P -0.562 -3.017 -1.696  1.410
C -2.707 -0.345 -0.956  -0.207
H -2.511 3.862 0.745  0.488
H 2.133 5.708 -1.450  0.262
C 0.803 -3.939 -2.534  -1.360
C 1.923 -3.606 0.539  -0.344
C -6.135 1.841 -3.244  0.386
C -5.723 2.875 -4.072  -0.111
Hg 0.552 -0.180 -0.030  4.465
C -0.149 -0.455 6.920  -1.256
C -1.788 0.701 -2.765  -0.666
C 2.995 2.653 -0.211  1.602
H -0.914 1.161 -3.204  -0.129
C 1.542 1.050 8.226  -1.318
H 2.811 -4.219 0.662  0.390
C -2.734 2.820 0.515  -0.989
C 2.591 2.286 1.178  -0.718
N 1.514 1.299 2.775  0.060
C -1.797 -4.409 2.510  -1.539
N 0.436 0.251 4.914  1.140
H 6.514 -0.775 -1.552  0.350
H 1.069 -4.274 0.402  0.097
C -7.109 3.481 -1.817  -0.452
H 2.643 -3.899 3.418  0.543
H 1.268 -4.657 -1.861  0.447
C 3.179 -0.305 -2.123  -1.007
C 1.712 -2.761 1.746  0.186
C 4.380 -0.660 -1.451  1.074
H 4.634 0.491 1.128  0.216
C -2.687 2.099 2.955  -1.651
H -3.437 -3.507 -0.739  0.327
N -0.916 0.773 2.891  0.986
H 5.098 -1.009 1.932  0.470
N -6.699 4.485 -2.589  -0.584
H 0.273 0.260 -5.094  0.442
C -1.493 -4.450 -0.930  -1.609
C 0.880 0.511 6.995  0.615
C -2.208 1.982 1.639  0.269
H 1.058 1.669 -2.360  -0.350
C 3.303 0.368 -3.367  0.570
N -1.635 0.185 -1.547  1.986
H 1.676 -1.807 4.861  0.517
H -4.102 -2.788 3.129  0.418
S -5.712 0.137 -3.613  -0.141
C -6.857 2.144 -2.100  -0.116
C -6.028 4.176 -3.697  -0.482
C -0.395 -0.591 5.579  -0.593
H -7.659 3.759 -0.924  0.378
N 1.048 -1.611 1.707  -0.167
H 0.719 -0.634 -3.614  -0.168
N 1.270 5.656 -1.960  -0.387
C -4.131 -2.943 2.050  -1.431
C 0.224 5.089 -1.315  0.286
C 5.611 -0.458 -2.064  -0.413
C 1.106 -0.152 -4.511  -1.328
H 1.143 0.556 9.110  0.358
H -1.695 4.564 -1.591  0.141
H -2.577 -2.326 -2.946  0.241
H -1.092 -1.221 5.045  0.743
H 4.533 -3.312 -0.931  0.362
H -1.653 -4.014 3.517  0.353
H -4.699 -3.851 1.833  0.419
H -0.793 -5.007 -0.301  0.466
H 3.754 3.643 2.503  0.530
H -1.105 -2.223 -3.925  0.335
H -7.209 1.358 -1.444  0.386
H 2.322 2.304 4.437  0.626
H -0.993 5.329 -2.957  0.222
H 3.314 -1.391 0.233  -1.520
H 3.910 3.244 -0.188  0.585
H -2.549 -0.724 0.046  0.061
N 0.955 -1.143 2.972  0.978
C 5.099 -0.481 0.975  -1.607
C 4.353 -1.310 -0.078  2.537
H 0.441 -4.461 -3.420  0.549
H 1.370 2.124 8.320  0.290
H -2.269 2.582 -0.432  -0.518
H -3.067 1.105 -4.445  0.483
H 3.163 1.772 -0.832  -0.698
H -3.265 -4.983 0.208  0.709
C -1.832 1.347 3.710  -0.378
S 0.268 4.723 0.304  -0.296
C 2.109 0.938 -4.115  0.257
C 2.086 -3.046 3.064  -2.378
C -3.960 -0.379 -1.544  -1.330
H 1.605 -0.909 -5.121  0.482
H 6.684 0.239 -3.793  0.373
H 2.205 3.252 -0.672  -1.570
N 1.689 1.344 1.425  0.812
C 1.598 -1.994 3.803  -0.033
H 4.619 1.039 -4.906  0.360
H -0.829 -4.774 2.162  0.329
H -2.510 -5.237 2.541  0.458
H -3.819 2.714 0.434  0.419
H 6.048 -2.639 -0.325  0.421
O 1.991 -0.641 -1.627  -0.813
C 2.317 2.205 3.366  0.171
H -0.634 -0.968 7.736  0.408
H 1.313 5.662 -2.965  0.192
H 4.842 -3.233 0.821  0.435
H -5.185 2.673 -4.989  0.405
C -2.744 -4.075 -0.108  -1.398
P -2.398 -3.059 1.405  1.367
H 6.137 -0.321 0.674  0.320
B 0.495 0.305 3.382  -0.477
C 4.557 0.543 -3.942  -0.957
H 2.492 1.382 -5.037  0.811
C 4.975 -2.713 -0.133  -1.931
C -1.638 -2.823 -3.187  -1.510
N -1.164 1.152 1.600  0.437
H -1.794 -5.115 -1.744  0.628
H -5.719 5.013 -4.316  0.370
C 5.719 0.117 -3.317  -1.482

Calculated values
E_tot: -112751.602 eV
charge: 0
lowest unoccupied orbital energy: -0.23 eV